# 1
A molecular structure, C28H78N7O8Ti at a distorted geometry. Source: the Open Molecules 2025 dataset; level of theory: wB97M-V/def2-TZVPD.

Computed properties:
**Total charge**: 0
**Frontier orbital gap (alpha / beta)**: 4.553 / 9.318 eV
**Multiplicity**: 4

XYZ file:
```
122
C28H78N7O8Ti | the Open Molecules 2025 dataset | wB97M-V/def2-TZVPD
Ti -10.156 20.866 4.883
O -10.225 23.131 5.348
H -11.139 23.452 5.217
C -7.162 21.742 1.920
C -8.120 22.673 2.610
C -9.392 22.822 1.864
O -9.154 23.211 0.502
C -8.832 24.596 0.311
N -8.316 22.112 3.947
H -6.230 21.481 2.421
H -6.926 22.078 0.910
H -7.619 20.791 1.646
H -7.592 23.624 2.678
H -10.039 23.595 2.281
H -9.969 21.898 1.817
H -9.690 25.145 0.698
H -8.713 24.954 -0.712
H -7.908 24.841 0.835
H -7.450 22.399 4.380
H -8.982 22.681 4.449
C -14.337 22.316 8.215
C -13.423 23.063 7.256
C -13.192 24.604 7.505
O -12.510 24.879 8.691
C -12.404 26.214 9.027
N -12.138 22.341 7.325
H -13.796 22.230 9.158
H -14.570 21.303 7.886
H -15.282 22.828 8.397
H -13.946 22.989 6.303
H -14.149 25.121 7.581
H -12.565 24.982 6.698
H -11.505 26.525 8.495
H -12.105 26.278 10.073
H -13.268 26.823 8.761
H -11.600 22.765 8.068
H -11.530 22.664 6.586
C -9.662 18.050 7.578
C -9.615 19.509 8.060
C -8.642 19.668 9.253
O -9.089 19.030 10.477
C -8.065 18.818 11.417
N -9.166 20.259 6.961
H -9.866 17.471 8.479
H -8.715 17.696 7.172
H -10.386 17.823 6.795
H -10.530 20.021 8.356
H -8.591 20.718 9.539
H -7.658 19.386 8.879
H -7.587 19.749 11.721
H -7.280 18.118 11.130
H -8.469 18.344 12.312
H -9.374 21.230 7.148
H -8.159 20.217 7.028
C -17.525 23.799 2.566
C -15.940 23.753 2.519
C -15.222 23.211 3.845
O -13.791 22.943 3.721
C -13.038 24.195 3.609
N -15.561 22.940 1.381
H -18.012 22.828 2.477
H -17.808 24.304 1.642
H -17.954 24.372 3.388
H -15.521 24.737 2.309
H -15.651 22.218 3.986
H -15.424 23.879 4.683
H -11.994 23.888 3.664
H -13.255 24.931 4.384
H -13.163 24.673 2.638
H -14.581 22.695 1.403
H -15.775 23.455 0.539
C -13.655 19.398 3.337
C -13.538 19.756 4.803
C -13.038 18.522 5.585
O -14.144 17.467 5.536
C -13.626 16.272 6.153
N -12.497 20.815 4.905
H -14.346 18.563 3.216
H -12.682 19.389 2.844
H -14.213 20.160 2.794
H -14.522 20.172 5.022
H -12.779 18.743 6.621
H -12.160 18.097 5.098
H -12.902 15.700 5.572
H -14.503 15.630 6.232
H -13.327 16.375 7.196
H -12.846 21.519 4.271
H -12.484 21.218 5.832
C -7.999 27.530 5.404
C -8.846 26.322 5.012
C -9.435 26.401 3.628
O -10.203 27.624 3.478
C -10.967 27.611 2.275
N -8.072 25.122 5.219
H -7.477 27.423 6.355
H -8.550 28.468 5.337
H -7.246 27.619 4.621
H -9.703 26.314 5.686
H -10.038 25.504 3.484
H -8.687 26.321 2.839
H -11.623 28.478 2.191
H -11.575 26.721 2.113
H -10.287 27.733 1.432
H -8.765 24.389 5.272
H -7.756 25.150 6.178
C -9.591 23.477 9.863
C -8.925 24.008 8.635
C -7.546 24.608 9.015
O -6.829 25.139 7.851
C -5.631 25.830 8.237
N -8.692 22.997 7.605
H -10.587 23.173 9.539
H -9.644 24.395 10.447
H -9.043 22.795 10.514
H -9.472 24.857 8.227
H -6.901 23.893 9.526
H -7.672 25.449 9.698
H -5.840 26.667 8.902
H -5.277 26.283 7.311
H -4.876 25.151 8.633
H -7.771 23.265 7.287
H -9.343 23.179 6.854
```

These are the Mulliken partial charges, in e, on atoms 1 to 8: number 1, Ti, carries -0.238; number 2, O, carries 2.921; number 3, H, carries -1.981; number 4, C, carries -1.861; number 5, C, carries 0.955; number 6, C, carries 0.089; number 7, O, carries -0.528; number 8, C, carries -0.482

# 2
C5H6O in the gas phase at a distorted geometry. Source: the Open Molecules 2025 dataset; level of theory: wB97M-V/def2-TZVPD.

Computed properties:
**Total charge**: 0
**Frontier orbital gap**: 10.032 eV
**SMILES**: C=CC(=O)C=C

XYZ file:
```
12
C5H6O | the Open Molecules 2025 dataset | wB97M-V/def2-TZVPD
C 1.455 -1.024 0.127
C 1.448 0.323 -0.074
C 0.193 1.125 0.079
O 0.361 2.338 -0.138
C -1.220 0.526 0.351
C -1.692 -0.465 -0.275
H 0.499 -1.636 0.255
H 2.355 -1.517 0.158
H 2.325 0.964 -0.320
H -1.960 1.116 0.943
H -1.032 -1.040 -0.764
H -2.732 -0.709 -0.342
```

These are the natural (NBO) partial charges, in e, on atoms 1 to 8: number 1, C, carries -0.324; number 2, C, carries -0.286; number 3, C, carries 0.500; number 4, O, carries -0.529; number 5, C, carries -0.265; number 6, C, carries -0.344; number 7, H, carries 0.205; number 8, H, carries 0.196

# 3
A gas-phase ion, C6H8N (charge +1) at a distorted geometry. Source: the Open Molecules 2025 dataset; level of theory: wB97M-V/def2-TZVPD.

Computed properties:
**Total charge**: +1
**Frontier orbital gap**: 10.094 eV

XYZ file:
```
15
C6H8N | the Open Molecules 2025 dataset | wB97M-V/def2-TZVPD
C -0.158 -0.725 1.283
C 1.074 -0.164 1.768
C -0.353 0.812 1.682
C 1.022 1.054 0.977
C -0.137 1.099 0.070
C 0.331 -0.820 -1.434
N -0.449 -0.355 -0.170
H -0.522 -1.533 1.871
H -0.984 1.430 2.307
H 1.562 1.978 1.078
H -0.250 1.847 -0.662
H 1.413 -0.553 -1.411
H 0.356 -1.909 -1.571
H 0.008 -0.191 -2.231
H -1.477 -0.714 -0.298
```

These are the natural (NBO) partial charges, in e, on atoms 1 to 8: number 1, C, carries -0.117; number 2, C, carries -0.017; number 3, C, carries -0.143; number 4, C, carries -0.221; number 5, C, carries -0.047; number 6, C, carries -0.437; number 7, N, carries -0.372; number 8, H, carries 0.288

# 4
A molecular structure, C4H6N2 at a distorted geometry. Source: the Open Molecules 2025 dataset; level of theory: wB97M-V/def2-TZVPD.

Computed properties:
**Total charge**: 0
**Frontier orbital gap**: 8.365 eV

XYZ file:
```
12
C4H6N2 | the Open Molecules 2025 dataset | wB97M-V/def2-TZVPD
C 0.250 0.545 -0.151
C 0.920 1.675 -0.344
C 0.309 -0.591 0.851
C -0.826 -0.142 -0.791
N -1.304 -2.334 0.418
N -0.796 -1.191 0.082
H 0.674 2.314 -1.174
H 1.730 1.983 0.293
H 1.204 -1.210 0.847
H 0.020 -0.362 1.875
H -1.473 0.013 -1.629
H -2.057 -2.609 -0.211
```

These are the natural (NBO) partial charges, in e, on atoms 1 to 8: number 1, C, carries -0.028; number 2, C, carries -0.457; number 3, C, carries -0.232; number 4, C, carries -0.139; number 5, N, carries -0.523; number 6, N, carries 0.008; number 7, H, carries 0.203; number 8, H, carries 0.204

# 5
A gas-phase ion, C6H13N2 (charge +1) at a distorted geometry. Source: the Open Molecules 2025 dataset; level of theory: wB97M-V/def2-TZVPD.

Computed properties:
**Total charge**: +1
**Frontier orbital gap**: 10.207 eV
**SMILES**: CC(=[NH2+])N(C)C1CC1

XYZ file:
```
21
C6H13N2 | the Open Molecules 2025 dataset | wB97M-V/def2-TZVPD
C 0.231 -1.308 1.689
C -0.769 -0.900 0.629
N -1.925 -1.469 0.660
N -0.315 -0.140 -0.520
C -1.292 0.339 -1.497
C 1.083 0.245 -0.524
C 1.269 1.694 -0.964
C 1.534 1.330 0.450
H 0.835 -0.570 1.951
H 0.836 -2.113 1.435
H -0.228 -1.898 2.528
H -1.904 -2.322 1.171
H -2.691 -1.043 0.129
H -1.979 0.895 -1.008
H -0.759 0.902 -2.183
H -1.556 -0.503 -2.064
H 1.953 -0.384 -0.900
H 0.485 2.320 -1.141
H 2.120 2.090 -1.490
H 2.540 1.171 0.918
H 0.898 1.780 1.250
```

These are the natural (NBO) partial charges, in e, on atoms 1 to 8: number 1, C, carries -0.697; number 2, C, carries 0.606; number 3, N, carries -0.726; number 4, N, carries -0.348; number 5, C, carries -0.422; number 6, C, carries -0.099; number 7, C, carries -0.422; number 8, C, carries -0.426

# 6
C19H24N2 in the gas phase. Source: the Open Molecules 2025 dataset; level of theory: wB97M-V/def2-TZVPD.

Computed properties:
**Total charge**: 0
**Frontier orbital gap**: 8.480 eV
**SMILES**: Cc1ccc(N2CCN(CCc3ccccc3)CC2)cc1

XYZ file:
```
45
C19H24N2 | the Open Molecules 2025 dataset | wB97M-V/def2-TZVPD
C 6.847 1.097 0.003
C 5.399 0.707 0.002
C 4.620 0.794 1.145
C 3.284 0.437 1.137
C 2.674 -0.036 -0.026
N 1.355 -0.476 -0.061
C 0.619 -0.657 1.169
C -0.514 -1.654 0.928
N -1.392 -1.176 -0.119
C -2.596 -1.971 -0.257
C -3.682 -1.497 0.722
C -4.083 -0.088 0.395
C -5.177 0.167 -0.422
C -5.514 1.464 -0.766
C -4.755 2.525 -0.301
C -3.661 2.279 0.511
C -3.329 0.982 0.857
C -0.638 -1.022 -1.345
C 0.478 -0.008 -1.113
C 3.466 -0.131 -1.176
C 4.793 0.238 -1.159
H 7.471 0.245 -0.265
H 7.031 1.885 -0.727
H 7.152 1.454 0.983
H 5.059 1.159 2.063
H 2.716 0.545 2.048
H 1.284 -1.063 1.932
H 0.191 0.293 1.528
H -1.086 -1.774 1.850
H -0.073 -2.634 0.664
H -2.976 -1.847 -1.274
H -2.397 -3.045 -0.098
H -4.541 -2.166 0.638
H -3.302 -1.551 1.743
H -5.772 -0.657 -0.791
H -6.370 1.648 -1.399
H -5.017 3.538 -0.570
H -3.066 3.104 0.877
H -2.475 0.791 1.488
H -1.306 -0.650 -2.125
H -0.196 -1.979 -1.680
H 1.041 0.143 -2.033
H 0.015 0.951 -0.825
H 3.039 -0.517 -2.090
H 5.379 0.152 -2.064
```

These are the natural (NBO) partial charges, in e, on atoms 1 to 8: number 1, C, carries -0.621; number 2, C, carries -0.055; number 3, C, carries -0.183; number 4, C, carries -0.295; number 5, C, carries 0.254; number 6, N, carries -0.467; number 7, C, carries -0.220; number 8, C, carries -0.222

For each record above, in turn, the calculated calculated total energy values are -80219.5368 -7327.2333 -7828.6097 -7221.9116 -9404.2880 -23072.8029 eV.
For each record above, in turn, the calculated ΔE to the lowest compared entry with this formula, charge and spin values are 3.6186 2.0512 7.0787 3.6793 2.5797 0.0000 eV.